# 1
{"formula": "C47H47CaN7OP2S5", "method": "ωB97M-V/def2-TZVPD", "symbols": ["Ca", "C", "C", "N", "N", "C", "N", "S", "C", "C", "C", "C", "C", "N", "H", "H", "H", "H", "H", "H", "H", "H", "H", "H", "C", "C", "P", "C", "C", "C", "C", "C", "C", "C", "C", "C", "C", "C", "C", "P", "C", "C", "C", "C", "C", "C", "C", "C", "C", "C", "C", "C", "H", "H", "H", "H", "H", "H", "H", "H", "H", "H", "H", "H", "H", "H", "H", "H", "H", "H", "H", "H", "H", "H", "H", "H", "S", "S", "S", "S", "C", "C", "C", "C", "C", "N", "C", "O", "N", "C", "C", "C", "C", "N", "C", "C", "C", "H", "H", "H", "H", "H", "H", "H", "H", "H", "H", "H", "H", "H"], "xyz": [[1.008403, -0.724239, 0.433752], [-1.042090, -4.785412, 0.341958], [-0.706357, -3.370783, -0.005858], [-0.713191, -2.416672, 0.848372], [-0.985414, -2.723039, 2.165855], [-1.447607, -1.749050, 2.981322], [-1.414438, -2.033923, 4.295507], [-2.047387, -0.295916, 2.411011], [-0.295776, -3.012698, -1.376475], [-0.241780, -3.978662, -2.357640], [0.130811, -3.610655, -3.648497], [0.437463, -2.297442, -3.901617], [0.397865, -1.393240, -2.841246], [0.039982, -1.720766, -1.608198], [-1.710117, -4.814925, 1.201916], [-0.118453, -5.318036, 0.585684], [-1.527974, -5.297564, -0.481673], [-0.529788, -3.543104, 2.548842], [-1.102782, -2.922074, 4.649987], [-1.848045, -1.383680, 4.926055], [-0.451331, -5.013336, -2.142769], [0.196165, -4.357455, -4.427714], [0.761993, -1.956021, -4.871568], [0.667260, -0.361165, -3.013083], [-0.744128, 2.885254, -0.159436], [-1.480259, 1.608907, -0.579646], [-1.658942, 1.411401, -2.414870], [-2.630552, 2.929946, -2.748127], [-2.018177, 3.946251, -3.477409], [-2.673274, 5.153363, -3.691299], [-3.948167, 5.347396, -3.182894], [-4.570047, 4.334592, -2.461666], [-3.914315, 3.133529, -2.242846], [-2.953865, 0.119243, -2.481214], [-3.204923, -0.771189, -1.439411], [-4.121205, -1.802985, -1.602904], [-4.798343, -1.958496, -2.802014], [-4.555518, -1.074302, -3.845588], [-3.636257, -0.050205, -3.687414], [0.798942, 3.220592, -1.129169], [1.968470, 2.029760, -0.343204], [2.604053, 1.079631, -1.148769], [3.545602, 0.202622, -0.613803], [3.858554, 0.258076, 0.737367], [3.238899, 1.202440, 1.550173], [2.300136, 2.075102, 1.015987], [1.390515, 4.754531, -0.303581], [2.757346, 5.045721, -0.348688], [3.253397, 6.224556, 0.183839], [2.392223, 7.141913, 0.772700], [1.034095, 6.871900, 0.810980], [0.535587, 5.691503, 0.272288], [-0.536728, 2.869468, 0.915475], [-1.410303, 3.731974, -0.341098], [-2.463003, 1.588885, -0.098949], [-0.998302, 0.696173, -0.214892], [-1.022123, 3.789472, -3.874419], [-2.188011, 5.936685, -4.258964], [-4.462192, 6.284746, -3.351849], [-5.568894, 4.482991, -2.071491], [-4.404585, 2.341841, -1.687498], [-2.696636, -0.681567, -0.486678], [-4.306535, -2.482503, -0.779555], [-5.512872, -2.761901, -2.925850], [-5.079123, -1.186389, -4.786188], [-3.445640, 0.629618, -4.510717], [2.371255, 1.003752, -2.206060], [4.000787, -0.530614, -1.271413], [4.569631, -0.449302, 1.145245], [3.480697, 1.255727, 2.604553], [1.838018, 2.820277, 1.655183], [3.441948, 4.338978, -0.804757], [4.315679, 6.429414, 0.136718], [2.778106, 8.062520, 1.190203], [0.352075, 7.582147, 1.260611], [-0.531193, 5.513836, 0.311929], [2.421211, -3.029906, 0.735396], [4.098819, -3.268117, -0.498881], [3.512370, -3.473873, -2.444546], [3.474098, -1.651248, -3.398464], [5.748850, 4.580536, 2.381010], [4.878123, 4.196009, 3.544386], [5.321173, 3.295135, 4.507654], [4.495159, 2.896380, 5.550261], [3.208054, 3.402767, 5.652480], [2.392184, 3.031523, 6.765648], [1.033855, 2.814994, 6.688061], [0.259523, 3.149317, 7.556278], [0.605808, 2.136692, 5.550213], [1.241280, 1.028223, 4.959839], [2.166107, 0.220391, 5.617252], [2.629799, -0.913495, 4.976859], [2.175944, -1.221380, 3.701564], [1.320787, -0.427143, 3.055665], [0.875733, 0.666501, 3.670663], [2.757148, 4.313696, 4.703935], [3.585511, 4.701350, 3.665103], [6.803400, 4.577246, 2.655283], [5.492686, 5.571468, 2.007754], [5.617840, 3.875575, 1.555557], [6.325341, 2.893654, 4.442321], [4.850448, 2.191959, 6.292405], [2.669458, 3.401089, 7.663321], [-0.395622, 2.177346, 5.431159], [2.495945, 0.470430, 6.617642], [3.337823, -1.569133, 5.464891], [2.536616, -2.082455, 3.147890], [0.162115, 1.277742, 3.129788], [1.766788, 4.741983, 4.792204], [3.220406, 5.417214, 2.936866]], "forces_ev_per_a": [[0.44, -0.03, 0.28], [-0.02, 0.06, 0.08], [-0.04, -0.17, 0.01], [0.02, 0.27, -0.05], [-0.02, -0.20, 0.08], [-0.05, 0.08, -0.06], [0.00, -0.06, 0.04], [-0.03, 0.01, -0.03], [-0.14, -0.36, -0.02], [-0.02, 0.19, 0.03], [0.05, 0.04, -0.12], [-0.03, -0.08, -0.03], [0.00, 0.10, 0.14], [0.03, 0.02, -0.16], [0.00, -0.04, -0.02], [0.02, 0.01, -0.01], [-0.01, 0.00, -0.01], [0.02, 0.10, 0.01], [0.02, -0.01, 0.01], [0.00, -0.01, -0.03], [-0.04, -0.01, 0.04], [0.00, 0.01, -0.01], [-0.02, -0.01, -0.01], [0.00, -0.01, 0.01], [-0.03, -0.09, -0.03], [-0.08, 0.02, 0.05], [-0.04, 0.01, -0.01], [0.06, 0.00, 0.01], [-0.04, 0.01, 0.00], [0.00, -0.02, 0.00], [0.01, 0.00, 0.00], [-0.02, -0.02, 0.02], [0.00, 0.03, -0.03], [0.03, -0.01, 0.00], [-0.01, 0.00, 0.00], [0.00, -0.02, 0.00], [0.00, 0.00, 0.01], [0.02, 0.03, 0.00], [-0.01, -0.03, 0.00], [0.10, 0.11, 0.12], [-0.14, -0.10, -0.04], [-0.01, -0.03, -0.04], [0.07, 0.01, -0.10], [0.00, 0.02, 0.00], [0.10, 0.07, -0.01], [-0.08, 0.08, 0.01], [0.00, 0.01, -0.02], [-0.02, 0.02, -0.01], [-0.01, -0.03, -0.04], [-0.01, 0.00, -0.02], [-0.01, 0.02, 0.03], [0.00, -0.04, 0.04], [0.02, 0.01, 0.00], [-0.01, -0.03, -0.05], [-0.01, 0.03, -0.04], [0.09, 0.09, 0.01], [0.00, 0.00, 0.01], [0.00, 0.01, 0.00], [-0.01, 0.01, 0.00], [0.00, 0.00, 0.00], [-0.01, 0.00, 0.01], [0.01, 0.01, -0.01], [0.00, 0.00, 0.00], [0.00, -0.01, 0.00], [0.00, 0.00, -0.01], [0.00, 0.00, -0.01], [0.05, 0.04, -0.01], [-0.01, 0.00, 0.03], [0.00, 0.01, 0.00], [0.01, 0.04, 0.03], [0.01, 0.00, 0.02], [0.01, 0.00, 0.00], [-0.02, 0.00, -0.03], [0.00, 0.01, 0.00], [0.00, 0.01, 0.00], [0.01, 0.00, 0.00], [-0.03, -0.04, 0.03], [-0.05, 0.06, 0.11], [-0.05, 0.12, -0.11], [0.06, -0.13, -0.02], [0.03, 0.00, -0.01], [-0.04, -0.08, -0.02], [-0.04, 0.01, 0.02], [0.02, -0.02, -0.03], [0.01, 0.01, -0.02], [0.02, 0.00, 0.00], [0.09, -0.26, 0.02], [-0.10, 0.14, 0.07], [0.03, 0.14, -0.10], [0.06, -0.07, -0.01], [-0.06, 0.03, 0.06], [0.03, -0.05, -0.03], [0.13, 0.16, 0.02], [-0.15, -0.08, -0.15], [-0.07, -0.01, 0.08], [-0.01, 0.01, 0.06], [-0.03, -0.04, -0.10], [0.01, -0.01, 0.00], [0.01, -0.01, 0.04], [0.00, 0.00, 0.01], [0.01, 0.00, 0.00], [0.00, -0.01, 0.00], [-0.07, 0.06, -0.03], [0.02, -0.01, 0.06], [-0.02, -0.02, -0.04], [0.01, 0.00, 0.00], [-0.01, -0.01, 0.03], [0.02, 0.01, 0.00], [-0.03, -0.03, 0.02], [0.01, -0.02, -0.01]], "lowdin_charge": [1.0904, -0.0082, -0.3207, -0.0716, -0.0198, -0.8939, 0.1072, 0.6576, -0.2797, -0.0073, -0.0522, -0.1076, -0.2173, 0.0164, 0.0803, 0.1005, 0.0782, 0.1491, 0.1098, 0.0945, 0.1084, 0.1170, 0.1022, 0.0610, -0.4038, -0.4411, 1.0406, -0.3982, -0.1189, -0.0842, -0.0890, -0.0814, -0.0888, -0.3894, -0.1041, -0.0821, -0.0908, -0.0851, -0.1047, 1.0620, -0.4173, -0.1528, -0.1619, -0.1020, -0.1006, -0.1224, -0.3818, -0.1025, -0.1021, -0.0998, -0.0848, -0.0913, 0.0787, 0.0655, 0.0745, -0.0084, 0.0886, 0.1027, 0.1015, 0.1026, 0.1093, 0.0481, 0.1025, 0.0999, 0.1023, 0.1062, 0.0870, -0.0073, 0.1124, 0.1077, 0.1075, 0.1096, 0.0997, 0.1043, 0.1035, 0.0920, -0.0914, -0.1317, -0.1730, -0.0741, -0.0406, -0.2725, -0.0398, -0.0249, -0.2591, 0.1201, -0.5514, 0.0814, 0.1398, -0.2113, 0.0030, -0.0346, -0.1625, -0.0148, -0.1439, -0.0096, -0.0311, 0.0802, 0.0632, 0.0837, 0.1149, 0.1140, 0.1548, 0.1527, 0.1190, 0.1107, 0.0253, 0.0766, 0.1206, 0.0995], "homo_lumo_gap_ev": 5.2, "homo_ev": -5.52, "e_lumo_ev": -0.33, "spin_multiplicity": 1, "total_charge": 0, "e_above_lowest_kj_mol": 64.8}

---

# 2
{"formula": "CdI", "method": "ωB97M-V/def2-TZVPD", "symbols": ["Cd", "I"], "xyz": [[-0.444479, 0.409876, 1.132429], [0.444479, -0.409876, -1.132429]], "forces_ev_per_a": [[0.07, -0.06, -0.18], [-0.07, 0.06, 0.18]], "lowdin_charge": [1.0140, -0.0140], "homo_lumo_gap_ev": 6.6, "homo_ev": -14.90, "e_lumo_ev": -8.25, "spin_multiplicity": 1, "total_charge": 1, "e_above_lowest_kj_mol": 0.1}

---

# 3
{"formula": "C15H28BF3O15S", "method": "ωB97M-V/def2-TZVPD", "symbols": ["O", "C", "O", "C", "B", "O", "O", "S", "O", "O", "C", "F", "F", "F", "H", "H", "H", "H", "C", "C", "O", "C", "O", "O", "C", "H", "H", "H", "H", "H", "H", "H", "H", "C", "C", "O", "C", "O", "O", "C", "H", "H", "H", "H", "H", "H", "H", "H", "C", "C", "O", "C", "O", "O", "C", "H", "H", "H", "H", "H", "H", "H", "H"], "xyz": [[-0.387825, -8.495337, 2.669244], [-0.574511, -8.134031, 1.475892], [-1.810292, -8.466473, 0.881542], [-2.322287, -7.400861, 0.020975], [-2.937547, -6.115671, 0.806016], [-3.236809, -6.041916, 2.208037], [-3.264343, -4.934836, 0.015817], [0.844021, -7.254431, 0.643563], [0.896809, -7.581179, -0.835752], [2.153921, -7.743634, 1.238750], [0.795147, -5.407923, 0.915384], [2.092632, -4.819978, 0.826598], [0.290907, -5.172889, 2.212577], [0.023928, -4.837167, -0.123776], [-1.574699, -7.044424, -0.782219], [-3.200957, -7.865657, -0.575137], [-2.684792, -6.657024, 2.739062], [-2.446003, -4.522802, -0.335745], [4.083091, -3.336326, -0.682326], [4.814131, -3.409762, -2.009800], [4.128996, -2.655657, -3.018325], [4.287734, -1.324555, -2.954315], [4.951258, -0.725764, -2.137929], [3.561220, -0.767568, -3.936295], [3.562694, 0.660643, -3.919918], [3.041073, -3.638342, -0.801428], [4.559233, -3.983169, 0.057325], [4.074578, -2.316249, -0.289650], [4.835653, -4.446434, -2.353937], [5.852578, -3.079104, -1.918564], [4.580106, 1.057016, -3.914364], [3.002464, 1.022289, -3.055038], [3.062341, 1.006186, -4.825859], [0.753738, 4.891906, 1.743588], [0.042836, 4.079605, 0.677799], [0.983564, 3.421371, -0.180587], [1.565758, 2.323658, 0.330774], [1.360058, 1.854917, 1.425380], [2.437000, 1.849850, -0.575602], [3.201061, 0.733219, -0.116759], [1.467198, 5.583450, 1.287442], [0.036007, 5.461189, 2.337728], [1.323199, 4.248489, 2.418899], [-0.544402, 4.749489, 0.045312], [-0.652409, 3.357936, 1.115702], [2.554621, -0.063686, 0.258032], [3.902316, 1.056763, 0.655661], [3.772076, 0.346310, -0.964018], [-6.342539, 5.877600, 1.914901], [-5.441515, 7.039170, 2.289995], [-4.108691, 6.836169, 1.803561], [-3.929579, 7.063460, 0.492155], [-4.778050, 7.422359, -0.289410], [-2.647239, 6.796810, 0.191561], [-2.346039, 6.903717, -1.199096], [-5.909339, 4.931545, 2.250218], [-7.331068, 5.995310, 2.363411], [-6.464999, 5.804084, 0.831461], [-5.371120, 7.105569, 3.378271], [-5.841595, 7.992732, 1.934187], [-2.647324, 7.874408, -1.597658], [-2.832244, 6.093401, -1.746679], [-1.265731, 6.802227, -1.316634]], "forces_ev_per_a": [[-0.03, 1.77, -5.48], [-3.00, -2.55, 5.64], [3.29, 1.83, 0.12], [-0.93, 0.66, -1.53], [-0.81, 1.88, 0.86], [1.48, -0.64, -2.35], [1.27, -1.87, 1.32], [6.96, -4.05, -4.14], [-1.81, 1.71, 3.78], [-4.53, 2.02, -0.17], [0.65, 2.97, 0.49], [-3.89, -2.10, 0.42], [0.86, -0.24, -3.44], [1.43, -1.08, 2.87], [-0.89, -0.85, 1.22], [1.47, 0.65, 0.98], [-0.83, 0.21, -0.45], [-0.85, -0.43, 0.07], [-0.12, 0.34, 0.00], [0.22, -0.34, 0.56], [0.12, 0.54, -0.22], [-0.19, -0.24, -0.07], [-0.04, -0.41, -0.61], [0.36, -0.34, 0.34], [-0.09, 0.53, -0.08], [0.22, -0.06, -0.13], [-0.03, -0.01, -0.09], [0.15, -0.09, -0.04], [-0.14, 0.23, -0.24], [-0.18, 0.17, -0.05], [-0.10, -0.11, 0.14], [0.17, 0.04, -0.04], [0.02, -0.32, 0.07], [0.28, -0.10, 0.16], [-0.29, 0.39, 0.45], [0.13, -0.51, -0.10], [0.07, 0.20, 0.11], [0.03, 0.15, -0.55], [-0.49, 0.22, 0.24], [0.38, -0.43, -0.06], [-0.17, 0.03, -0.04], [0.00, -0.02, -0.10], [-0.16, -0.01, -0.06], [0.21, -0.20, -0.16], [0.24, -0.05, -0.03], [0.00, 0.21, 0.12], [-0.17, -0.09, 0.06], [-0.27, 0.43, 0.27], [0.05, -0.17, -0.31], [-0.64, -0.05, 0.19], [0.34, 0.22, -0.39], [-0.25, -0.17, 0.09], [0.46, -0.09, 0.34], [-0.31, 0.13, 0.21], [0.21, 0.02, -0.43], [-0.05, 0.12, 0.13], [0.09, 0.01, 0.02], [-0.03, 0.14, 0.11], [0.32, -0.02, -0.16], [0.15, -0.14, -0.15], [-0.11, -0.17, 0.06], [-0.07, 0.18, -0.01], [-0.13, -0.02, 0.28]], "lowdin_charge": [0.1115, -0.3950, -0.0239, -0.0653, -0.4716, 0.1320, 0.0840, 0.9084, -0.3046, -0.2864, -0.4246, 0.0769, 0.0959, 0.0771, 0.1263, 0.1614, 0.1033, 0.0926, -0.0640, -0.2002, 0.0397, -0.5769, 0.0887, 0.0102, -0.0305, 0.0648, 0.0857, 0.0702, 0.1260, 0.1261, 0.1026, 0.0850, 0.0974, -0.0613, -0.2094, 0.0300, -0.5856, 0.1196, -0.0062, -0.0370, 0.0825, 0.0808, 0.0749, 0.1050, 0.1274, 0.0992, 0.1085, 0.0534, -0.0684, -0.2149, 0.0297, -0.5862, 0.1211, -0.0103, -0.0491, 0.0821, 0.0801, 0.0747, 0.1226, 0.1248, 0.0977, 0.1021, 0.0893], "homo_lumo_gap_ev": 8.9, "smiles": "O=C(OCB(O)O)S(=O)(=O)C(F)(F)F.CCOC(=O)OC.CCOC(=O)OC.CCOC(=O)OC", "homo_ev": -10.82, "e_lumo_ev": -1.88, "spin_multiplicity": 1, "total_charge": 0}